(1)
Below is a structure of composition C24H45CrN5O3SSe2Si2, with properties calculated with the ωB97M-V functional and the def2-TZVPD basis.

Output
* Kohn-Sham gap (spin up / spin down): 4.65 / 5.19 eV
* ⟨S²⟩: 6.02
* lowest unoccupied orbital energy (spin up / spin down): 4.325 / 4.321 eV
* spin multiplicity: 5
* charge: -2
* relative energy (zero: lowest compared OMol25 entry of this formula, charge and spin): 0.0 kJ/mol

Last column: Löwdin spin population.
Element x y z (Å)
Cr -0.24 -0.12 -0.30  3.79
C -0.59 -2.17 4.35  0.00
Si -1.14 -1.11 2.84  0.00
C -1.87 0.47 3.61  0.00
C -2.50 -2.12 2.00  0.00
N 0.09 -0.84 1.70  0.01
C 1.32 -0.27 2.07  0.01
C 1.69 0.02 3.38  0.00
C 2.94 0.56 3.70  0.00
C 3.83 0.82 2.68  0.00
C 3.48 0.55 1.36  0.00
C 2.24 0.00 1.01  0.01
N 1.83 -0.29 -0.28  0.01
Si 3.01 -0.42 -1.52  0.01
C 3.86 1.25 -1.93  0.00
C 4.39 -1.64 -1.04  0.00
C 2.33 -1.09 -3.14  0.00
H -0.47 -1.56 5.25  0.00
H 0.36 -2.66 4.17  0.00
H -1.34 -2.94 4.57  0.00
H -2.95 0.55 3.44  0.00
H -1.40 1.36 3.17  0.00
H -1.70 0.51 4.68  0.00
H -2.57 -3.12 2.43  0.00
H -2.30 -2.22 0.93  0.00
H -3.48 -1.64 2.10  0.00
H 0.99 -0.17 4.18  0.00
H 3.18 0.79 4.73  0.00
H 4.80 1.26 2.90  0.00
H 4.18 0.81 0.58  0.00
H 4.91 1.25 -1.64  0.00
H 3.36 2.06 -1.39  0.00
H 3.80 1.47 -2.99  0.00
H 4.89 -1.36 -0.12  0.00
H 5.14 -1.69 -1.84  0.00
H 3.96 -2.63 -0.91  0.00
H 1.29 -0.78 -3.30  0.00
H 2.35 -2.18 -3.15  0.00
H 2.93 -0.71 -3.97  0.00
O -2.78 2.97 -1.90  0.00
C -1.99 3.58 -2.90  0.00
C -0.47 3.56 -2.64  0.00
C 0.14 4.54 -3.66  0.00
O -0.22 5.91 -3.47  0.00
C 0.20 2.20 -2.94  0.01
Se -0.93 0.58 -2.81  0.00
C -0.10 4.08 -1.24  0.01
Se -0.13 2.88 0.34  0.04
H -2.37 2.09 -1.80  0.00
H -2.32 4.62 -2.98  0.00
H -2.17 3.08 -3.87  0.00
H -0.18 4.28 -4.67  0.00
H 1.23 4.44 -3.61  0.00
H -0.13 6.07 -2.53  0.00
H 1.01 2.06 -2.23  0.00
H 0.63 2.21 -3.94  0.00
H -0.74 4.93 -0.98  0.00
H 0.93 4.43 -1.29  0.00
C -0.83 -6.11 -0.86  0.00
N -0.31 -5.16 0.08  0.00
C -0.02 -5.39 1.42  0.00
C 0.41 -4.22 1.94  0.00
N 0.41 -3.29 0.93  0.00
C -0.06 -3.85 -0.21  0.00
S -0.27 -3.06 -1.67  0.03
H -0.48 -7.11 -0.60  0.00
H -0.48 -5.83 -1.86  0.00
H -1.92 -6.10 -0.88  0.00
H -0.14 -6.36 1.87  0.00
H 0.73 -3.99 2.94  0.00
H 0.42 -2.27 1.06  0.00
C -4.87 0.54 -0.72  0.00
N -4.21 1.19 0.40  0.01
C -4.72 2.50 0.76  0.00
C -2.88 0.98 0.57  0.01
O -2.26 0.08 0.00  0.03
H -4.89 1.21 -1.58  0.00
H -5.89 0.27 -0.43  0.00
H -4.31 -0.36 -0.99  0.00
H -4.39 3.25 0.04  0.00
H -4.35 2.77 1.75  0.00
H -5.81 2.46 0.78  0.00
H -2.38 1.71 1.21  0.00

(2)
Below is a structure of composition C24H45FeO24, with properties calculated with the ωB97M-V functional and the def2-TZVPD basis.

Output
* Kohn-Sham gap (spin up / spin down): 10.20 / 9.23 eV
* ⟨S²⟩: 8.76
* lowest unoccupied orbital energy (spin up / spin down): 0.387 / -0.705 eV
* spin multiplicity: 6
* relative energy (zero: lowest compared OMol25 entry of this formula, charge and spin): 149.2 kJ/mol

Last column: Löwdin spin population.
Element x y z (Å)
Fe -0.12 3.53 -2.12  4.32
C 3.02 5.15 -3.98  0.01
C 1.76 4.67 -3.35  0.01
O 1.52 4.89 -2.12  0.10
O 0.90 3.97 -3.98  0.08
H 2.97 6.17 -4.34  0.00
H 3.27 4.49 -4.81  0.00
H 3.80 5.06 -3.23  0.00
C 0.64 0.51 0.40  0.00
C 0.40 1.68 -0.48  0.02
O -0.73 2.27 -0.54  0.09
O 1.31 2.17 -1.25  0.08
H 1.10 -0.24 -0.27  0.00
H -0.29 0.12 0.77  0.00
H 1.38 0.74 1.15  0.00
C -2.91 6.34 -1.72  0.01
C -1.89 5.31 -1.87  0.02
O -0.97 5.16 -0.98  0.11
O -1.84 4.49 -2.86  0.09
H -2.71 7.15 -2.42  0.00
H -2.89 6.68 -0.69  0.00
H -3.88 5.93 -1.99  0.00
C 4.88 1.72 1.54  0.00
O 4.65 2.98 1.15  0.00
C 3.43 3.38 1.43  0.00
O 2.57 2.73 2.04  0.00
O 3.35 4.59 0.98  0.00
C 2.08 5.29 1.14  0.00
H 5.85 1.41 1.15  0.00
H 4.15 1.00 1.15  0.00
H 4.90 1.62 2.63  0.00
H 1.90 5.53 2.19  0.00
H 1.27 4.69 0.73  0.00
H 2.13 6.22 0.59  0.00
C 2.05 -5.73 -0.55  0.00
O 3.01 -4.90 -1.07  0.00
C 2.67 -3.66 -1.08  0.00
O 1.80 -3.20 -0.47  0.00
O 3.49 -3.01 -1.86  0.00
C 3.34 -1.62 -1.81  0.00
H 1.51 -5.32 0.31  0.00
H 2.53 -6.65 -0.22  0.00
H 1.29 -5.99 -1.30  0.00
H 2.40 -1.30 -2.26  0.00
H 4.16 -1.18 -2.37  0.00
H 3.38 -1.27 -0.78  0.00
C -2.06 -7.23 -2.93  0.00
O -1.49 -5.94 -2.75  0.00
C -1.77 -5.42 -1.63  0.00
O -2.46 -5.89 -0.82  0.00
O -1.14 -4.28 -1.57  0.00
C -1.48 -3.41 -0.49  0.00
H -3.10 -7.29 -2.62  0.00
H -1.47 -7.99 -2.38  0.00
H -1.99 -7.49 -3.98  0.00
H -1.34 -3.90 0.47  0.00
H -2.51 -3.04 -0.50  0.00
H -0.86 -2.53 -0.59  0.00
C -5.11 -3.72 2.15  0.00
O -4.18 -2.71 2.09  0.00
C -3.06 -2.89 2.84  0.00
O -2.74 -3.87 3.42  0.00
O -2.39 -1.74 2.85  0.00
C -1.30 -1.70 3.75  0.00
H -5.86 -3.49 2.91  0.00
H -4.65 -4.68 2.39  0.00
H -5.65 -3.80 1.21  0.00
H -1.64 -1.40 4.74  0.00
H -0.61 -0.94 3.39  0.00
H -0.74 -2.62 3.79  0.00
C -0.90 1.41 -5.82  0.00
O -1.88 0.87 -4.86  0.00
C -1.75 1.31 -3.66  0.01
O -0.90 1.95 -3.31  0.04
O -2.63 0.90 -2.88  0.00
C -3.85 0.30 -3.41  0.00
H -0.89 2.50 -5.77  0.00
H -1.26 1.14 -6.81  0.00
H 0.09 1.01 -5.64  0.00
H -4.29 0.91 -4.19  0.00
H -4.53 0.16 -2.58  0.00
H -3.64 -0.71 -3.82  0.00
C -0.69 0.45 8.00  0.00
O -0.07 0.98 6.83  0.00
C 0.70 0.15 6.15  0.00
O 0.85 -0.98 6.39  0.00
O 1.22 0.80 5.12  0.00
C 2.28 0.13 4.39  0.00
H -0.14 0.82 8.87  0.00
H -0.69 -0.63 7.99  0.00
H -1.69 0.85 8.05  0.00
H 3.05 -0.18 5.08  0.00
H 2.68 0.92 3.76  0.00
H 1.88 -0.68 3.79  0.00

(3)
Below is a structure of composition C24H45MoNP2Si, with properties calculated with the ωB97M-V functional and the def2-TZVPD basis.

Output
* Kohn-Sham gap (spin up / spin down): 5.21 / 5.52 eV
* ⟨S²⟩: 2.08
* lowest unoccupied orbital energy (spin up / spin down): -7.389 / -7.393 eV
* spin multiplicity: 3
* charge: +2
* relative energy (zero: lowest compared OMol25 entry of this formula, charge and spin): 304.0 kJ/mol

Last column: Löwdin spin population.
Element x y z (Å)
P -0.38 -1.27 -5.14  0.00
P 0.28 1.78 -3.25  -0.03
C 0.36 0.26 -5.91  0.00
C 1.11 1.11 -4.92  0.02
H -0.48 0.84 -6.38  0.00
H 1.08 -0.06 -6.69  0.00
H 2.03 0.59 -4.60  0.00
H 1.42 2.04 -5.44  0.00
C -0.39 3.37 -4.12  -0.04
H -0.44 4.14 -3.34  0.00
H -1.34 3.28 -4.66  0.00
H 0.36 3.72 -4.84  0.00
C 2.00 2.44 -2.96  0.07
H 2.17 3.08 -3.85  0.00
H 2.72 1.62 -2.84  0.02
H 1.94 3.14 -2.08  0.01
C -1.64 -2.27 -6.22  0.00
H -1.53 -3.35 -6.07  0.00
H -1.46 -2.08 -7.28  0.00
H -2.71 -2.08 -6.02  0.00
C 0.77 -2.33 -6.28  0.00
H 1.81 -2.02 -6.19  0.00
H 0.49 -2.26 -7.34  0.00
H 0.71 -3.39 -6.03  0.00
Mo 1.02 1.67 -1.10  1.84
C -2.07 1.20 -5.10  0.00
C -2.04 -0.15 -4.71  0.00
C -2.70 -0.75 -3.47  0.00
C -1.95 -2.01 -2.88  0.00
C -0.88 -2.59 -3.77  0.00
C 0.55 -2.34 -3.79  0.00
C 1.15 -1.22 -2.82  0.01
C 0.24 -0.01 -2.48  0.01
C 0.86 -0.25 0.14  -0.04
H -2.75 1.90 -4.52  0.00
H -2.69 -0.32 -5.58  0.00
H -3.73 -1.05 -3.71  0.00
H -2.85 0.00 -2.67  0.00
H -1.62 -1.83 -1.84  0.00
H -2.70 -2.80 -2.70  0.00
H -1.16 -3.59 -4.17  0.00
H 1.27 -3.10 -4.10  0.00
H 2.11 -0.88 -3.23  0.00
H 1.42 -1.75 -1.90  0.00
H -0.75 -0.36 -2.73  0.00
H -0.02 0.13 -1.37  0.01
H 1.59 -0.28 0.96  0.00
H 0.82 -1.21 -0.37  0.00
H -0.12 -0.07 0.58  0.01
C 3.17 2.80 0.16  0.02
Si 1.87 2.57 1.51  0.02
C 2.48 1.18 2.64  0.00
C 1.72 4.12 2.50  0.00
N 0.30 2.32 0.69  0.02
C -1.03 2.23 1.14  0.01
C -1.99 1.35 0.55  0.02
C -3.25 1.15 1.14  0.00
C -3.65 1.87 2.28  0.01
C -2.75 2.80 2.80  0.00
C -1.48 2.98 2.27  0.01
H 4.01 2.80 0.88  0.00
H 3.17 3.79 -0.33  0.00
H 3.38 2.02 -0.60  0.01
H 3.37 1.52 3.16  0.00
H 1.68 0.89 3.33  0.00
H 2.80 0.29 2.09  0.00
H 1.26 4.91 1.91  0.00
H 1.15 3.95 3.42  0.00
H 2.75 4.40 2.77  0.00
H -1.74 0.78 -0.35  0.01
H -3.93 0.42 0.71  0.00
H -4.63 1.72 2.73  0.00
H -3.06 3.42 3.66  0.00
H -0.80 3.70 2.69  0.00

(4)
Below is a cluster of 5 separate species, C24H45NO15S4 in total, with properties calculated with the ωB97M-V functional and the def2-TZVPD basis.

Output
* Kohn-Sham gap: 9.51 eV
* lowest unoccupied orbital energy: -0.083 eV

Last column: Löwdin charge in e.
Element x y z (Å)
O -2.37 4.18 -2.10  0.15
C -1.54 3.98 -1.28  -0.41
N -0.39 4.84 -1.07  0.14
C 0.67 3.96 -0.63  -0.39
O 1.82 4.12 -0.84  0.16
C -0.03 2.84 0.09  -0.06
C 0.45 1.90 1.00  -0.15
C 1.89 1.94 1.43  -0.14
C 2.06 3.06 2.48  -0.17
C 3.37 2.97 3.27  -0.17
C 3.15 3.04 4.78  -0.27
O 2.17 4.03 5.06  -0.07
C -0.47 0.98 1.51  0.00
C -1.80 1.01 1.11  -0.04
C -2.28 1.94 0.19  0.01
C -1.36 2.85 -0.30  -0.12
H -0.52 5.51 -0.31  0.15
H 2.18 0.98 1.85  0.12
H 2.51 2.13 0.57  0.12
H 1.97 4.01 1.96  0.11
H 1.19 3.02 3.13  0.11
H 3.96 2.09 3.01  0.11
H 3.95 3.85 3.02  0.11
H 4.10 3.38 5.21  0.11
H 2.88 2.06 5.17  0.12
H 1.94 3.98 5.99  0.04
H -0.12 0.26 2.24  0.12
H -2.46 0.28 1.56  0.11
H -3.31 1.98 -0.10  0.12
C -2.91 -1.90 -4.04  -0.07
C -3.29 -3.12 -3.23  -0.23
O -2.18 -3.61 -2.44  -0.27
S -1.75 -2.79 -1.15  0.56
C -0.67 -4.01 -0.47  -0.12
O -2.88 -2.64 -0.29  -0.28
O -0.97 -1.66 -1.54  -0.28
H -2.68 -1.05 -3.40  0.06
H -3.73 -1.61 -4.70  0.09
H -2.02 -2.10 -4.63  0.06
H -4.15 -2.91 -2.59  0.12
H -3.56 -3.93 -3.90  0.12
H -1.25 -4.88 -0.19  0.08
H -0.20 -3.57 0.41  0.08
H 0.08 -4.26 -1.21  0.07
C 1.51 0.75 10.76  -0.07
C 0.43 1.52 10.03  -0.25
O 0.54 2.95 10.23  -0.26
S 1.70 3.72 9.47  0.58
C 1.14 5.36 9.80  -0.12
O 1.60 3.45 8.07  -0.28
O 2.94 3.51 10.15  -0.26
H 2.50 0.96 10.36  0.07
H 1.33 -0.32 10.66  0.08
H 1.52 1.01 11.82  0.09
H 0.44 1.30 8.96  0.11
H -0.55 1.25 10.41  0.12
H 0.19 5.51 9.30  0.08
H 1.89 6.04 9.41  0.08
H 1.05 5.48 10.87  0.08
C -0.30 -9.25 -5.47  -0.07
C -0.79 -8.21 -4.48  -0.25
O -0.29 -6.89 -4.76  -0.26
S -0.92 -6.10 -5.99  0.57
C -0.21 -4.53 -5.65  -0.11
O -2.34 -6.03 -5.82  -0.28
O -0.34 -6.60 -7.21  -0.27
H -0.70 -9.06 -6.46  0.07
H -0.62 -10.24 -5.15  0.08
H 0.78 -9.23 -5.53  0.09
H -1.88 -8.18 -4.43  0.11
H -0.43 -8.45 -3.48  0.12
H -0.61 -4.15 -4.71  0.06
H -0.47 -3.87 -6.47  0.08
H 0.87 -4.64 -5.60  0.08
C -0.19 1.61 -7.78  -0.07
C 0.29 2.60 -6.75  -0.25
O -0.32 2.40 -5.46  -0.26
S 0.17 1.16 -4.58  0.58
C -0.63 1.63 -3.08  -0.10
O 1.59 1.24 -4.43  -0.27
O -0.44 -0.03 -5.09  -0.28
H 0.13 0.59 -7.54  0.07
H 0.22 1.86 -8.76  0.08
H -1.27 1.60 -7.84  0.08
H 1.38 2.58 -6.64  0.12
H 0.01 3.61 -7.04  0.12
H -0.17 2.54 -2.74  0.06
H -0.46 0.82 -2.37  0.07
H -1.69 1.75 -3.27  0.09

(5)
Below is a structure of composition C24H46BN2O8PtS4, with properties calculated with the ωB97M-V functional and the def2-TZVPD basis.

Output
* Kohn-Sham gap (spin up / spin down): 6.41 / 2.44 eV
* ⟨S²⟩: 2.02
* lowest unoccupied orbital energy (spin up / spin down): -3.022 / -6.981 eV
* spin multiplicity: 3
* charge: +1
* relative energy (zero: lowest compared OMol25 entry of this formula, charge and spin): 502.0 kJ/mol

Last column: Löwdin spin population.
Element x y z (Å)
Pt -0.64 1.60 -0.71  0.86
B 0.18 -0.48 0.06  0.02
H 0.75 -0.13 -0.79  0.00
H 0.51 0.10 0.90  0.00
H -0.88 -0.33 -0.05  0.01
H 0.44 -1.51 0.27  0.01
C 3.60 2.39 -3.30  0.00
C 4.18 3.72 -2.65  0.00
C 3.26 4.16 -1.49  0.00
S 2.83 2.55 -0.62  0.00
O 1.37 2.46 -0.45  0.02
O 3.59 2.30 0.66  0.00
C 3.40 1.44 -2.08  0.00
H 4.10 2.01 -4.19  0.00
H 2.59 2.45 -3.72  0.00
H 4.22 4.53 -3.38  0.00
H 5.21 3.67 -2.30  0.00
H 2.40 4.69 -1.91  0.00
H 3.77 4.84 -0.81  0.00
H 2.81 0.56 -2.35  0.00
H 4.36 1.13 -1.69  0.00
C 1.41 4.43 3.33  0.00
C 0.08 4.87 4.04  0.00
C -1.13 4.23 3.34  0.00
S -0.40 2.65 2.74  0.01
O -0.41 2.57 1.29  0.03
O -0.90 1.58 3.65  0.00
C 1.35 2.90 3.16  0.00
H 2.30 4.85 3.80  0.00
H 1.39 4.93 2.36  0.00
H 0.07 5.95 4.21  0.00
H 0.17 4.45 5.05  0.00
H -1.24 4.77 2.40  0.00
H -2.04 3.91 3.86  0.00
H 1.98 2.31 2.48  0.00
H 1.57 2.55 4.17  0.00
C -0.92 -0.31 -6.30  0.00
C -2.29 -0.42 -5.71  0.00
C -2.55 0.77 -4.78  0.00
S -0.91 1.37 -4.22  0.01
O -0.82 1.21 -2.81  0.03
O -0.58 2.60 -4.85  0.00
C 0.01 -0.06 -5.07  0.00
H -0.90 0.49 -7.04  0.00
H -0.50 -1.19 -6.80  0.00
H -2.42 -1.33 -5.13  0.00
H -3.14 -0.61 -6.37  0.00
H -3.20 0.53 -3.94  0.00
H -3.07 1.63 -5.20  0.00
H 0.15 -0.90 -4.39  0.00
H 1.05 0.22 -5.28  0.00
C -3.04 -2.30 2.21  0.00
C -3.12 -1.50 3.57  0.00
C -2.40 -2.35 4.61  0.00
S -2.93 -4.10 4.17  0.00
O -4.21 -4.31 4.90  0.00
O -1.82 -5.06 4.36  0.00
C -3.35 -3.75 2.42  0.00
H -2.11 -2.10 1.68  0.00
H -3.79 -1.82 1.58  0.00
H -4.21 -1.53 3.68  0.00
H -2.79 -0.48 3.38  0.00
H -2.45 -2.04 5.65  0.00
H -1.37 -2.43 4.26  0.00
H -4.32 -4.18 2.17  0.00
H -2.59 -4.43 2.02  0.00
N 0.03 -2.68 -1.82  0.04
C 0.91 -3.56 -2.37  0.30
C 0.21 -4.11 -3.47  0.17
C -1.09 -3.59 -3.60  0.06
C -1.25 -2.70 -2.48  0.38
H 0.27 -2.07 -1.05  0.00
H 1.88 -3.82 -1.98  0.01
H 0.43 -4.87 -4.20  0.00
H -1.71 -3.96 -4.41  0.00
H -2.06 -2.10 -2.09  0.01
N 0.94 -1.95 2.67  0.00
C 0.65 -3.31 2.68  0.00
C 1.05 -3.95 3.80  0.00
C 1.60 -2.87 4.61  0.00
C 1.48 -1.71 3.90  0.00
H 0.61 -1.35 1.92  0.00
H 0.15 -3.74 1.82  0.00
H 0.80 -4.92 4.20  0.00
H 1.91 -2.79 5.64  0.00
H 1.56 -0.66 4.15  0.00

How do the records compare in total energy? In the order shown, they have -8265.7254 -4011.0509 -2035.4914 -3717.5559 -3389.7612 Ha.